{"formula": "C24H43Cl2N4O4RhSSi", "method": "wB97M-V/def2-TZVPD", "s2": 6.02, "e_above_lowest_kj_mol": 0.0, "multiplicity": 5, "largest_force_ev_per_a": 4.2, "symbols": ["C", "C", "H", "H", "H", "C", "C", "H", "H", "H", "H", "Rh", "Cl", "C", "O", "N", "C", "C", "H", "H", "H", "H", "H", "H", "H", "H", "H", "C", "C", "N", "H", "C", "O", "H", "H", "H", "H", "H", "H", "C", "C", "N", "H", "C", "O", "H", "H", "H", "H", "O", "C", "C", "C", "H", "C", "H", "C", "H", "C", "C", "H", "H", "H", "Si", "Cl", "C", "C", "C", "H", "H", "H", "H", "H", "H", "H", "H", "H", "S", "C", "N"], "xyz": [[3.4657, -2.2370, -2.3502], [2.8708, -1.5382, -3.5394], [3.0222, -3.2443, -2.2714], [3.2635, -1.6843, -1.4175], [4.5609, -2.3694, -2.4724], [2.8623, -2.1323, -4.7383], [3.2944, -3.5298, -4.9966], [2.5454, -1.5831, -5.6230], [2.8131, -4.2355, -4.3246], [4.3694, -3.6734, -4.9021], [3.0129, -3.8034, -6.0089], [0.8022, 0.1102, 1.0636], [2.3031, 1.5349, 0.1366], [-0.0537, 2.6558, 1.9104], [-0.4711, 1.5029, 2.1961], [-0.8575, 3.6081, 1.4277], [-2.2826, 3.3567, 1.2417], [-0.2698, 4.8289, 0.9056], [0.9967, 2.9527, 2.0742], [-2.7145, 2.8961, 2.1456], [-2.4894, 2.7119, 0.3667], [-2.7596, 4.3293, 1.0802], [0.5735, 5.0973, 1.5569], [-1.0335, 5.6111, 0.9192], [0.1030, 4.6804, -0.1247], [-3.9972, 0.0562, 6.6588], [-2.2456, 2.7389, 7.3465], [-2.9866, -0.3053, 6.8937], [-1.8665, 1.7695, 7.6943], [-2.0017, 0.7389, 6.6799], [-2.7309, -1.1627, 6.2633], [-1.1101, 0.6220, 5.6576], [-0.9565, -0.4062, 4.9999], [-0.8114, 1.9160, 7.9760], [-0.5363, 1.5669, 5.4614], [-2.9628, -0.6024, 7.9452], [-2.4336, 1.4712, 8.5779], [-0.6138, -5.0400, 3.8471], [-0.3419, -3.6193, 0.5119], [-1.5178, -4.7642, 3.2887], [-1.2826, -3.9389, 0.9761], [-1.2596, -3.6460, 2.4013], [-2.2962, -4.5039, 4.0127], [-0.9621, -2.4110, 2.8532], [-0.8481, -1.4224, 2.1053], [-2.1035, -3.4178, 0.4653], [-0.8355, -2.3691, 3.9609], [-1.8608, -5.6131, 2.6852], [-1.3947, -5.0180, 0.8499], [1.4315, -0.0229, -2.2533], [2.3613, -0.1032, -3.2891], [0.8640, 0.0580, -5.3374], [1.8387, 0.6213, -4.5164], [0.5870, -0.9803, -5.1798], [0.3001, 0.8181, -6.3555], [3.2123, 0.4497, -2.8612], [2.2471, 1.9378, -4.6713], [-0.4338, 0.3555, -7.0078], [0.7251, 2.1317, -6.5488], [1.6978, 2.7016, -5.7045], [3.0070, 2.3340, -3.9905], [0.3103, 2.7205, -7.3887], [2.0598, 3.7209, -5.8842], [-0.2382, -0.0108, -1.6435], [0.2827, -1.9241, -0.8568], [-1.3645, -0.6774, -3.0013], [-0.2450, 1.9635, -1.9679], [-1.7031, 0.1398, -0.3579], [-1.3056, -0.0475, -3.8884], [-2.4121, -0.7245, -2.6857], [-1.0299, -1.6838, -3.2671], [-2.1397, -0.8315, -0.1007], [-2.4474, 0.7272, -0.8946], [-1.4552, 0.6881, 0.5686], [-0.1219, 2.1228, -3.0431], [0.5990, 2.4734, -1.4992], [-1.1653, 2.4808, -1.6813], [2.1121, -0.9934, 2.5360], [2.1574, 0.1424, 3.7729], [2.2969, 0.9275, 4.6309]], "forces_ev_per_a": [[-0.055, -0.264, 0.300], [-0.231, 0.398, -0.371], [0.220, 0.299, 0.211], [0.090, -0.265, -0.380], [-0.505, 0.107, 0.068], [-0.033, 0.707, 0.202], [0.062, -0.280, -0.204], [0.014, -0.063, 0.321], [-0.041, -0.123, 0.177], [0.186, 0.002, 0.046], [0.057, -0.176, -0.132], [-0.838, -1.145, -0.519], [0.321, 0.159, 0.265], [-0.856, 0.520, 0.077], [0.726, 0.734, 0.164], [0.479, -0.893, 0.357], [-0.435, -0.091, -0.177], [0.398, 0.116, -0.098], [-0.375, -0.085, -0.135], [0.284, 0.083, -0.414], [0.207, 0.290, 0.475], [0.037, -0.258, 0.051], [-0.247, 0.164, -0.312], [0.313, -0.037, 0.024], [-0.258, 0.098, 0.393], [0.191, -0.108, -0.006], [-0.069, -0.130, 0.116], [0.079, -0.118, 0.114], [0.265, 0.554, -0.255], [0.162, -0.187, -0.256], [-0.150, 0.242, 0.154], [0.164, -0.601, -0.205], [-0.157, 1.230, 0.450], [-0.367, -0.144, -0.033], [-0.105, -0.686, 0.197], [-0.064, -0.138, -0.094], [0.136, 0.064, -0.109], [-0.180, -0.132, -0.140], [-0.505, -0.258, 0.263], [0.042, 0.087, 0.655], [0.185, 0.172, -0.371], [0.091, 0.285, -0.220], [0.053, -0.145, -0.071], [-0.099, -0.070, -0.352], [0.009, -0.889, 0.583], [0.208, -0.096, 0.112], [-0.142, 0.276, -0.641], [0.135, 0.271, 0.380], [-0.039, 0.235, -0.054], [-1.037, -0.313, 0.747], [0.209, -0.407, 0.017], [0.156, 0.309, -0.060], [0.170, -0.136, 0.816], [-0.180, 0.300, -0.021], [0.301, -0.049, 0.112], [0.247, 0.061, -0.533], [-0.204, 0.200, -0.678], [0.003, 0.202, 0.006], [0.141, 0.591, -0.178], [-0.080, -0.152, -0.327], [-0.314, -0.009, -0.291], [0.277, -0.354, 0.634], [-0.284, -0.385, 0.087], [-0.544, 2.403, -3.434], [1.085, -0.957, 1.444], [0.117, -0.102, -0.376], [0.110, -0.351, 0.152], [0.605, -0.061, 1.183], [-0.061, -0.025, -0.079], [0.172, -0.067, -0.018], [-0.140, 0.014, -0.177], [0.194, 0.207, 0.094], [0.198, 0.201, -0.120], [-0.787, -0.326, -0.250], [0.024, -0.163, -0.050], [-0.079, -0.031, 0.001], [-0.127, -0.057, 0.118], [0.385, -0.217, 0.603], [0.449, 1.015, 1.204], [-0.368, -1.053, -1.236]], "lowdin_spin": [0.00, 0.00, 0.00, 0.00, 0.00, 0.00, 0.00, 0.00, 0.00, 0.00, 0.00, 2.53, 0.39, 0.01, 0.10, 0.01, 0.00, 0.00, 0.00, 0.00, 0.00, 0.00, 0.00, 0.00, 0.00, 0.00, 0.00, 0.00, 0.00, 0.00, 0.00, 0.00, 0.00, 0.00, 0.00, 0.00, 0.00, 0.00, 0.00, 0.00, 0.00, 0.01, 0.00, 0.01, 0.05, 0.00, 0.00, 0.00, 0.00, 0.01, 0.00, 0.00, 0.00, 0.00, 0.00, 0.00, 0.00, 0.00, 0.00, 0.00, 0.00, 0.00, 0.00, 0.02, 0.10, 0.01, 0.01, 0.04, 0.00, 0.00, 0.00, 0.00, 0.01, 0.00, 0.00, 0.00, 0.00, 0.49, 0.06, 0.15]}

---

{"formula": "C24H43ClP2Ti", "method": "wB97M-V/def2-TZVPD", "s2": 0.75, "e_above_lowest_kj_mol": 0.0, "multiplicity": 2, "total_charge": 1, "largest_force_ev_per_a": 4.7, "symbols": ["Ti", "C", "C", "C", "C", "C", "C", "H", "H", "H", "C", "H", "H", "H", "C", "H", "H", "H", "C", "H", "H", "H", "C", "H", "H", "H", "C", "C", "C", "C", "C", "C", "C", "C", "H", "H", "H", "H", "H", "H", "H", "H", "H", "H", "H", "H", "P", "P", "C", "C", "H", "H", "H", "H", "C", "H", "H", "H", "C", "H", "H", "H", "C", "H", "H", "H", "C", "H", "H", "H", "Cl"], "xyz": [[0.0158, -0.0284, 2.3550], [-0.7539, -1.9627, 3.1624], [0.6254, -2.0942, 2.7288], [0.5445, -0.5014, 4.4388], [-0.8083, -0.9766, 4.1874], [1.4200, -1.2157, 3.5575], [-1.9014, -2.8084, 2.6986], [-1.6828, -3.2900, 1.7422], [-2.8160, -2.2202, 2.5848], [-2.1057, -3.6058, 3.4259], [-2.0239, -0.5186, 4.9303], [-2.9359, -0.7333, 4.3671], [-1.9826, 0.5608, 5.1044], [-2.0964, -1.0261, 5.9016], [0.9233, 0.4931, 5.4922], [0.9774, 0.0234, 6.4841], [0.1875, 1.3023, 5.5353], [1.8992, 0.9388, 5.2791], [2.9178, -1.1728, 3.5882], [3.2961, -1.8154, 4.3945], [3.2914, -0.1613, 3.7702], [3.3474, -1.5361, 2.6513], [1.1590, -3.1355, 1.7913], [1.5321, -4.0125, 2.3399], [1.9844, -2.7414, 1.1913], [0.3840, -3.4826, 1.1024], [-2.1642, 0.9779, -4.8395], [-2.0512, -0.3537, -4.9116], [-1.0534, -1.2059, -5.6510], [0.2525, -0.5256, -6.1176], [1.0558, 0.0565, -4.9794], [0.9256, 1.2482, -4.3843], [-0.0384, 2.3720, -4.6602], [-1.3020, 2.0370, -5.4832], [-1.5479, -1.6602, -6.5241], [0.0321, 0.2264, -6.8772], [-0.7899, -2.0489, -4.9967], [-1.0230, 1.7612, -6.5017], [-2.9671, 1.3628, -4.2102], [-2.7882, -0.9323, -4.3530], [-1.8911, 2.9577, -5.5704], [-0.3555, 2.7809, -3.6905], [1.6165, 1.4584, -3.5669], [0.5016, 3.1928, -5.1583], [0.8610, -1.2893, -6.6164], [1.8245, -0.6044, -4.5779], [-1.0721, 0.0441, 0.3630], [1.5021, 1.2912, 1.2740], [-0.2659, 1.2425, -0.8304], [0.6183, 2.2274, -0.0586], [-1.0259, 1.7559, -1.4295], [0.3438, 0.6431, -1.5174], [1.3222, 2.7519, -0.7153], [0.0019, 2.9645, 0.4656], [2.3432, 2.6198, 2.2216], [3.0393, 2.2129, 2.9635], [1.5934, 3.2315, 2.7326], [2.8784, 3.2456, 1.5029], [2.9129, 0.5419, 0.3502], [3.3275, 1.2452, -0.3808], [2.5716, -0.3596, -0.1663], [3.7016, 0.2551, 1.0503], [-2.8289, 0.5924, 0.3784], [-3.4424, -0.0275, 1.0419], [-3.2054, 0.5504, -0.6465], [-2.8696, 1.6332, 0.7140], [-1.1917, -1.4540, -0.7058], [-0.2145, -1.9415, -0.7609], [-1.5196, -1.1851, -1.7163], [-1.9107, -2.1598, -0.2820], [-1.1053, 1.9884, 3.0202]], "forces_ev_per_a": [[-2.208, 1.702, 2.841], [0.604, -0.278, 0.163], [-0.305, -0.152, 1.387], [-0.514, -1.656, 0.317], [1.100, -0.460, 0.707], [-0.204, -0.467, 0.542], [-0.085, -0.046, -0.050], [-0.054, 0.057, 0.132], [0.044, -0.101, 0.018], [0.038, 0.184, -0.135], [-0.080, 0.052, 0.037], [0.079, 0.033, 0.098], [-0.062, -0.234, 0.056], [0.038, 0.068, -0.208], [0.039, 0.198, -0.111], [-0.030, 0.028, -0.263], [0.129, -0.119, 0.064], [-0.097, -0.040, 0.073], [0.114, 0.007, 0.014], [-0.068, 0.131, -0.162], [0.015, -0.112, 0.002], [-0.021, 0.041, 0.108], [0.037, 0.039, -0.222], [-0.097, 0.260, -0.087], [-0.024, -0.120, 0.026], [0.129, 0.020, 0.083], [0.091, -0.341, 0.103], [-0.001, 0.343, 0.108], [0.134, 0.021, -0.112], [-0.137, -0.041, -0.029], [-0.081, 0.261, 0.245], [-0.028, -0.371, -0.129], [-0.106, 0.035, -0.165], [0.135, 0.047, 0.011], [0.084, 0.089, 0.176], [0.081, -0.144, 0.104], [-0.036, 0.094, -0.087], [-0.082, 0.081, 0.163], [0.039, -0.059, -0.099], [0.033, 0.078, -0.090], [0.094, -0.152, 0.000], [0.024, -0.015, -0.092], [0.012, -0.018, -0.097], [-0.094, -0.153, 0.105], [-0.093, 0.136, 0.078], [-0.052, 0.102, -0.055], [-2.164, -0.237, -4.119], [3.233, 2.434, -1.941], [0.008, -0.107, 0.276], [-0.180, -0.103, 0.255], [0.093, -0.138, 0.067], [-0.124, 0.035, 0.052], [-0.058, -0.083, 0.178], [0.075, 0.010, -0.103], [-0.231, -0.006, -0.079], [-0.123, 0.034, -0.208], [0.100, -0.142, -0.057], [0.098, -0.023, 0.156], [-0.185, -0.132, 0.071], [-0.126, -0.089, 0.162], [0.107, 0.081, -0.048], [-0.111, 0.019, -0.053], [0.219, 0.247, 0.061], [0.165, 0.116, -0.148], [-0.037, -0.128, 0.083], [-0.022, -0.216, 0.085], [0.087, -0.024, 0.174], [-0.101, 0.013, -0.074], [0.079, 0.066, 0.168], [0.089, 0.078, -0.004], [0.576, -0.735, -0.522]], "lowdin_spin": [0.79, 0.01, 0.02, 0.00, 0.00, 0.01, 0.01, 0.00, 0.00, 0.00, 0.00, 0.00, 0.00, 0.00, 0.00, 0.00, 0.00, 0.00, 0.00, 0.00, 0.00, 0.00, 0.00, 0.00, 0.00, 0.00, 0.00, 0.00, 0.00, 0.00, 0.00, 0.00, 0.00, 0.00, 0.00, 0.00, 0.00, 0.00, 0.00, 0.00, 0.00, 0.00, 0.00, 0.00, 0.00, 0.00, 0.05, 0.05, 0.02, 0.01, 0.00, 0.00, 0.00, 0.00, 0.01, 0.00, 0.00, 0.00, 0.00, 0.00, 0.00, 0.00, 0.01, 0.00, 0.00, 0.00, 0.00, 0.00, 0.00, 0.00, -0.01]}

---

{"formula": "C24H43F5NO3P2S", "method": "wB97M-V/def2-TZVPD", "e_tot_ev": -76203.3730, "total_charge": 1, "largest_force_ev_per_a": 7.1, "symbols": ["C", "P", "C", "P", "C", "C", "C", "S", "O", "O", "O", "C", "F", "F", "C", "C", "C", "C", "C", "C", "F", "F", "F", "C", "H", "H", "H", "H", "H", "H", "H", "H", "H", "H", "H", "H", "H", "H", "H", "H", "H", "H", "H", "C", "C", "C", "C", "N", "C", "C", "C", "C", "C", "C", "C", "H", "H", "H", "H", "H", "H", "H", "H", "H", "H", "H", "H", "H", "H", "H", "H", "H", "H", "H", "H", "H", "H", "H", "H"], "xyz": [[-5.6796, 2.5204, -4.3326], [-6.1861, 0.6838, -4.0524], [-6.6974, 0.6315, -2.2291], [-4.3860, -0.5094, -4.4718], [-5.1218, -2.0253, -3.6065], [-4.6291, -2.2040, -2.0617], [-5.3076, -3.5188, -1.3700], [-7.0870, -3.2710, -0.9252], [-7.5035, -4.5224, -0.1692], [-7.2786, -2.0833, 0.0083], [-8.1024, -3.1676, -2.2500], [-2.7817, -1.4181, -5.0204], [-2.7863, -1.5105, -6.4591], [-2.5165, -2.6600, -4.3554], [-1.5331, -0.4470, -4.6417], [-0.7516, 0.2891, -5.7579], [0.4679, 1.1942, -5.3395], [0.8931, 1.3698, -3.8495], [0.1049, 0.6304, -2.7034], [0.4618, 0.7815, -1.1575], [1.8442, 0.9738, -0.9101], [-0.0805, -0.3253, -0.4514], [-0.2041, 1.9513, -0.6385], [-1.0708, -0.2672, -3.1454], [-6.5580, 3.1757, -4.6433], [-5.2175, 2.8824, -3.3322], [-4.8160, 2.5097, -5.0929], [-5.7549, 0.7749, -1.5775], [-7.5004, 1.4159, -1.9488], [-7.1403, -0.4057, -1.9899], [-3.6007, 0.5275, -3.8610], [-4.7052, -0.3603, -5.8854], [-6.2604, -1.8259, -3.5203], [-5.0406, -3.0066, -4.2038], [-4.8015, -1.2708, -1.4289], [-3.4901, -2.4137, -2.0109], [-5.1280, -4.3853, -2.1123], [-4.7377, -3.7069, -0.4000], [-8.2594, -2.2185, -2.5109], [-0.9986, 0.1922, -6.8633], [1.0254, 1.7179, -6.1976], [1.7739, 2.0713, -3.6248], [-1.6936, -0.8401, -2.3615], [4.6420, -0.9874, 6.5139], [5.7159, 0.0253, 6.1428], [5.2027, 1.2857, 5.4319], [4.0907, 1.1441, 4.3925], [4.4176, 0.6108, 2.9919], [4.8747, 1.7197, 2.0417], [6.3618, 1.8715, 2.2903], [6.8471, 0.5017, 2.7460], [5.6019, -0.3561, 2.9192], [3.1831, -0.1187, 2.4270], [1.9778, 0.7613, 2.0931], [1.1352, 1.2369, 3.2709], [4.1492, -1.4014, 5.6297], [5.0892, -1.8253, 7.0555], [3.8811, -0.5355, 7.1560], [6.4906, -0.4664, 5.5488], [6.2230, 0.3412, 7.0608], [6.0467, 1.8597, 5.0470], [4.7806, 1.9197, 6.2220], [3.6657, 2.1374, 4.2352], [3.2950, 0.5198, 4.8006], [4.6956, 1.3667, 1.0217], [4.3015, 2.6293, 2.2246], [6.5475, 2.6227, 3.0619], [6.8839, 2.2119, 1.3936], [7.4192, 0.5820, 3.6728], [7.5175, 0.0526, 2.0095], [5.5920, -1.0307, 3.7710], [5.4757, -0.9641, 2.0189], [2.9260, -0.9099, 3.1352], [3.5072, -0.5983, 1.4984], [1.3196, 0.1536, 1.4638], [2.2658, 1.6174, 1.4765], [0.9703, 0.4353, 3.9959], [0.1573, 1.5673, 2.9139], [1.5846, 2.0904, 3.7808]], "forces_ev_per_a": [[1.223, -0.461, 1.012], [-2.633, 1.482, -0.219], [0.470, -0.196, 0.871], [-1.153, -0.244, 0.174], [-1.300, -0.718, 1.452], [0.571, -0.725, -0.189], [1.539, 1.224, -1.654], [-3.041, -1.510, 6.285], [1.492, 3.048, -3.437], [1.200, -2.245, -3.979], [1.694, 0.850, 0.957], [3.252, 1.060, 0.113], [0.129, -0.717, 2.585], [-0.542, 1.553, -1.709], [3.290, 1.656, -0.014], [1.291, 0.465, 4.140], [-1.948, -1.698, 2.462], [-2.493, -1.672, -1.163], [-0.793, -0.636, -3.951], [-1.483, 0.866, -0.918], [-3.063, -0.800, -0.314], [1.825, 2.471, -1.045], [1.768, -2.702, -0.735], [0.907, 1.147, -1.744], [1.329, -1.002, 0.332], [-0.794, -0.253, -1.644], [-1.451, 0.280, 0.869], [-1.621, -0.099, -0.606], [1.448, -1.219, -0.657], [0.742, 1.697, -0.235], [0.451, -0.583, -0.099], [0.282, 0.012, 0.750], [1.868, -0.198, -0.451], [0.298, 1.574, 0.909], [-0.056, -1.264, -0.939], [-1.840, 0.290, -0.256], [-0.843, 1.179, 1.420], [-1.370, 0.107, -1.090], [0.255, -1.005, 0.534], [0.238, 0.051, 1.815], [-0.829, -0.832, 1.758], [-1.560, -1.313, -0.257], [1.277, 1.078, -1.309], [0.058, -0.030, 0.053], [0.208, -0.159, -0.045], [0.240, -0.042, 0.247], [0.121, 0.227, 0.096], [-0.154, -0.436, -0.581], [-0.176, -0.150, 0.117], [0.189, 0.586, 0.083], [0.601, -0.273, 0.357], [-0.161, -0.024, -0.122], [0.037, 0.404, -0.341], [-0.198, -0.015, 0.321], [-0.082, 0.212, 0.091], [-0.059, -0.034, 0.057], [-0.117, 0.112, -0.044], [-0.013, -0.078, -0.062], [-0.004, 0.002, 0.017], [-0.042, 0.056, -0.165], [-0.044, 0.009, -0.059], [-0.183, 0.005, -0.267], [0.015, -0.196, -0.124], [0.129, -0.044, -0.179], [-0.159, -0.027, 0.197], [-0.029, -0.209, -0.054], [-0.038, -0.058, -0.108], [-0.185, -0.013, 0.066], [-0.086, -0.036, -0.070], [-0.150, -0.039, 0.106], [-0.048, 0.159, 0.049], [-0.286, 0.160, 0.161], [0.064, 0.133, 0.049], [0.160, 0.122, 0.186], [0.321, -0.056, 0.048], [0.064, -0.189, 0.000], [-0.016, 0.068, -0.014], [0.090, -0.051, 0.033], [-0.095, -0.090, 0.075]], "lowdin_charge": [-0.36, 0.63, -0.37, 0.66, -0.34, -0.24, -0.21, 0.73, -0.34, -0.35, -0.19, -0.50, -0.05, -0.03, -0.12, 0.02, -0.03, 0.00, -0.06, -0.38, 0.05, 0.05, 0.04, 0.04, 0.04, 0.04, 0.03, 0.04, 0.06, -0.01, 0.01, 0.04, 0.04, 0.12, 0.09, 0.10, 0.13, 0.12, 0.09, 0.11, 0.10, 0.10, 0.10, -0.10, -0.26, -0.16, -0.09, -0.18, -0.09, -0.14, -0.14, -0.08, -0.10, -0.23, -0.09, 0.06, 0.09, 0.09, 0.09, 0.12, 0.10, 0.13, 0.12, 0.11, 0.14, 0.14, 0.11, 0.13, 0.11, 0.13, 0.12, 0.13, 0.14, 0.13, 0.10, 0.10, 0.09, 0.09, 0.06]}